[1]
{"formula": "C31H31BF2N5O7PPbS3", "method": "wB97M-V/def2-TZVPD", "largest_force_ev_per_a": 0.1, "homo_energy_ev": -7.4167, "species": ["C", "H", "O", "C", "O", "H", "C", "C", "N", "C", "F", "H", "H", "P", "H", "Pb", "C", "C", "H", "C", "H", "C", "H", "H", "O", "H", "N", "H", "C", "H", "C", "C", "C", "C", "H", "C", "B", "S", "H", "H", "C", "C", "H", "C", "H", "H", "N", "C", "C", "C", "H", "C", "H", "F", "O", "C", "O", "C", "H", "O", "H", "C", "H", "H", "C", "N", "C", "O", "C", "H", "S", "H", "S", "C", "C", "H", "H", "H", "C", "N", "H", "H"], "coordinates": [[-6.623, -2.241, -0.038], [0.072, -2.927, 2.826], [0.074, 5.572, -6.058], [4.434, -0.766, -2.659], [2.329, -0.107, -5.342], [5.245, -3.126, -1.557], [3.955, -1.589, 1.526], [-6.569, 0.146, -0.382], [2.262, -1.707, -2.214], [3.571, -1.876, -2.156], [-3.145, -1.588, -3.931], [-4.008, -0.897, 3.055], [1.015, 3.381, -6.361], [-4.134, -1.048, 0.240], [-3.510, 1.878, -0.185], [-0.356, -0.687, 0.611], [-3.371, 2.428, 3.141], [1.186, 1.837, -4.870], [-6.100, -3.159, 0.196], [-3.626, 1.144, 3.601], [3.701, -3.579, 2.543], [-8.639, -1.053, -0.586], [3.828, -0.011, -3.151], [1.379, -4.461, -0.807], [-0.717, 6.014, -4.105], [4.892, -5.331, -0.474], [1.756, -1.310, 1.171], [-0.506, 4.271, -2.446], [3.810, -5.245, -0.435], [1.124, -4.316, 2.626], [-0.032, 3.583, -3.129], [3.360, -3.996, -1.110], [-3.815, 0.367, 1.331], [4.172, -3.030, -1.613], [-9.704, -1.054, -0.781], [-3.560, 1.658, 0.873], [-3.594, -1.698, -2.696], [-0.226, -2.530, -1.660], [-8.541, -3.169, -0.256], [4.962, -0.321, -1.812], [0.827, 3.085, -5.341], [-5.914, -1.048, -0.085], [-8.439, 1.069, -0.859], [0.772, -3.408, 2.136], [-0.229, 2.157, 1.131], [2.850, 0.597, -0.666], [2.026, -3.792, -1.203], [0.949, 1.424, -3.572], [0.220, 3.938, -4.441], [1.463, -2.661, -1.717], [5.180, -1.146, -3.357], [-3.333, 2.683, 1.780], [2.676, 1.391, 0.890], [-4.295, -2.765, -2.367], [0.403, 0.709, -1.008], [1.933, -2.526, 1.794], [-0.477, 2.706, -0.500], [0.333, 2.316, -2.700], [-6.017, 1.078, -0.415], [-0.063, 1.584, 1.918], [1.225, 0.431, -3.235], [-3.840, 0.113, 2.702], [3.499, -5.217, 0.611], [0.821, 1.798, 2.235], [-7.930, 0.142, -0.631], [-0.173, 5.284, -4.906], [0.053, 1.899, -1.275], [1.920, 1.239, -6.972], [-7.988, -2.240, -0.291], [-3.103, 3.674, 1.413], [-3.256, -0.317, -1.562], [0.192, -3.704, 1.252], [-3.434, -2.733, 0.900], [3.272, -2.732, 2.029], [3.001, -0.743, 1.012], [3.367, -6.125, -0.906], [5.016, -1.394, 1.560], [-3.643, 0.940, 4.664], [3.204, 0.589, 0.367], [1.861, 0.913, -5.805], [-3.184, 3.228, 3.845], [4.265, 0.842, 0.378]], "lowdin_charge": [-0.096, 0.069, 0.087, -0.010, 0.079, 0.130, -0.081, -0.081, 0.142, -0.283, 0.189, 0.086, 0.133, 0.237, 0.071, 1.274, -0.069, -0.102, 0.077, -0.066, 0.093, -0.076, 0.067, 0.139, 0.088, 0.090, -0.107, 0.133, 0.003, 0.079, 0.085, -0.261, -0.416, 0.033, 0.105, -0.128, -1.079, 0.597, 0.107, 0.087, 0.088, -0.372, 0.106, -0.079, 0.002, 0.051, 0.121, 0.089, -0.108, -0.780, 0.094, -0.070, 0.065, 0.191, -0.241, -0.425, 0.014, -0.074, 0.103, -0.157, 0.109, -0.100, 0.081, 0.050, -0.073, -0.351, -0.585, 0.089, -0.070, 0.114, 0.763, 0.040, 0.275, -0.097, -0.382, 0.095, 0.095, 0.108, -0.044, -0.345, 0.108, 0.078]}

[2]
{"formula": "C31H31Cl56FIN2O2", "method": "wB97M-V/def2-TZVPD", "charge": 1, "largest_force_ev_per_a": 1.3, "homo_energy_ev": -11.5789, "species": ["Cl", "H", "Cl", "Cl", "C", "H", "Cl", "Cl", "C", "Cl", "H", "Cl", "Cl", "Cl", "Cl", "Cl", "Cl", "Cl", "C", "C", "Cl", "H", "C", "H", "Cl", "C", "Cl", "H", "Cl", "Cl", "Cl", "C", "H", "Cl", "Cl", "Cl", "C", "C", "Cl", "Cl", "C", "H", "Cl", "C", "Cl", "Cl", "C", "H", "H", "C", "H", "Cl", "C", "O", "Cl", "C", "Cl", "Cl", "H", "H", "C", "Cl", "C", "Cl", "Cl", "H", "Cl", "H", "H", "C", "Cl", "O", "C", "H", "H", "H", "Cl", "H", "Cl", "F", "Cl", "Cl", "H", "H", "Cl", "C", "C", "C", "Cl", "Cl", "H", "H", "Cl", "Cl", "Cl", "H", "H", "Cl", "Cl", "H", "C", "C", "C", "H", "H", "Cl", "Cl", "N", "I", "N", "Cl", "C", "Cl", "H", "H", "C", "Cl", "Cl", "C", "Cl", "C", "Cl", "C", "C"], "coordinates": [[4.762, -4.849, 6.168], [5.031, -2.128, 0.309], [-0.972, 4.657, 2.191], [6.537, -2.388, 9.442], [-4.714, -1.577, -5.150], [2.572, -2.403, -1.244], [3.818, 8.582, 3.622], [-13.055, 3.711, 6.394], [1.541, -0.329, 0.369], [-0.500, -5.986, -13.775], [0.891, 0.593, 2.790], [-5.930, -1.291, -6.386], [-0.175, 1.408, -9.997], [-8.560, -0.528, 6.255], [-2.647, 1.567, -11.470], [-6.931, 5.128, 6.385], [7.332, 4.456, 1.705], [-3.754, -3.000, -5.572], [5.163, -2.993, 10.376], [5.872, -1.561, -1.605], [4.313, -4.217, 9.429], [3.881, -5.361, 2.490], [0.111, -0.368, -1.318], [6.801, -1.788, -2.117], [-2.955, -3.313, 6.857], [-1.298, -1.944, -2.642], [-2.641, -0.567, 6.095], [6.004, -0.587, -1.137], [4.064, -1.659, 10.734], [-10.717, 2.239, 7.205], [7.039, 5.920, 4.174], [0.247, 4.930, 3.451], [-1.933, -2.101, -0.591], [-10.531, 5.068, 6.702], [3.676, -7.406, 5.409], [4.711, 4.808, 2.896], [0.420, 0.346, 0.791], [-5.322, 5.401, 5.719], [-4.548, 6.741, 6.561], [-0.319, 4.245, 4.973], [6.816, -3.227, 0.087], [-2.988, -2.919, -1.739], [0.532, 6.653, 3.629], [-8.140, 0.459, 4.851], [-2.550, 0.157, -8.958], [1.989, -1.961, -5.596], [2.323, -1.469, -1.742], [4.399, -2.371, -2.964], [-1.887, 1.660, 2.221], [0.180, 1.011, 2.090], [2.835, -1.462, 1.199], [-5.752, 3.664, -12.300], [5.570, -2.584, -0.516], [2.677, -0.521, 1.056], [3.734, 11.356, 4.407], [4.400, -5.279, 1.543], [-4.542, -2.301, 4.693], [-1.244, -0.947, -11.273], [-2.777, -0.492, 3.153], [6.165, -5.249, -0.073], [3.555, -0.621, -1.979], [1.754, 4.123, 2.992], [-1.656, 0.551, -10.433], [-2.226, -6.199, -11.475], [-7.436, -0.569, 3.594], [-0.627, -2.783, -2.468], [-4.975, 4.254, -15.012], [3.697, -4.887, 0.801], [7.597, -3.345, -0.659], [6.295, 5.552, 2.621], [-5.064, -1.427, 7.391], [5.505, -4.424, 1.705], [-1.250, 0.876, 2.623], [3.266, 0.165, -2.665], [-1.358, 0.719, -0.329], [4.964, -3.385, -0.941], [-11.949, 4.114, 9.026], [7.393, -4.990, 1.180], [-3.648, -0.162, -5.042], [-3.194, -0.918, -1.610], [0.467, 0.293, -6.562], [-1.627, -3.608, -12.587], [0.378, 2.066, 1.961], [5.092, -0.837, -3.443], [-3.158, 4.792, -12.841], [-11.566, 3.781, 7.337], [-2.375, -2.038, -1.584], [-0.558, -0.609, -2.608], [5.742, -3.702, 11.883], [6.044, 7.043, 1.714], [-2.335, -0.675, 1.485], [-1.196, 1.074, 3.691], [3.039, -0.305, -7.704], [2.876, 0.733, -5.025], [-5.526, 6.404, -13.172], [-1.723, -2.082, -3.629], [3.864, -0.137, -1.060], [2.244, 9.388, 5.899], [-4.351, 3.932, 5.935], [1.868, -1.740, -2.694], [-4.855, 4.782, -13.334], [3.280, -5.758, 5.896], [2.805, 9.864, 4.293], [7.213, -2.591, 0.876], [-1.254, 0.201, -2.792], [-5.459, 5.777, 3.999], [-6.973, 1.701, 5.304], [-0.442, 0.305, -0.289], [-0.708, -2.082, 3.112], [1.338, -0.754, -0.935], [-9.590, 1.247, 4.242], [2.090, -0.307, -6.228], [1.409, 10.112, 3.237], [0.165, -0.586, -3.417], [4.707, -6.278, 1.242], [-1.938, -0.470, 2.472], [-5.491, -1.830, -3.589], [2.349, -4.978, 4.605], [4.720, -1.399, -2.592], [2.301, -5.797, 7.368], [6.509, -4.569, 0.706], [-3.318, -5.439, -14.032], [-1.918, -5.312, -12.971], [-3.808, -1.894, 6.253]], "lowdin_charge": [0.526, 0.104, 0.540, 0.520, -2.048, 0.135, 0.484, 0.532, -0.254, 0.531, 0.107, 0.557, 0.515, 0.519, 0.526, 0.506, 0.532, 0.537, -2.058, -0.195, 0.477, 0.019, -0.186, 0.112, 0.534, -0.149, 0.510, 0.117, 0.524, 0.494, 0.543, -2.023, 0.105, 0.506, 0.543, 0.467, -0.162, -2.056, 0.540, 0.542, -0.175, 0.118, 0.542, -2.050, 0.501, 0.543, -0.097, 0.113, 0.100, -0.169, 0.127, 0.510, -0.202, 0.112, 0.544, -0.117, 0.510, 0.494, -0.011, 0.118, -0.189, 0.509, -2.043, 0.520, 0.506, 0.128, 0.531, 0.078, 0.116, -2.052, 0.542, -0.189, -0.296, 0.036, 0.181, 0.109, 0.536, 0.125, 0.519, -0.082, 0.520, 0.471, 0.048, 0.100, 0.503, -2.055, -0.204, -0.093, 0.534, 0.514, 0.028, 0.093, 0.566, 0.582, 0.531, 0.073, 0.109, 0.525, 0.485, 0.091, -2.066, -2.041, -2.062, 0.123, 0.123, 0.524, 0.493, 0.220, 0.850, 0.090, 0.522, -2.032, 0.513, 0.090, 0.091, -0.634, 0.560, 0.516, -0.197, 0.518, -0.232, 0.535, -2.056, -2.038]}

[3]
{"formula": "C31H31IrN5O2Si", "method": "wB97M-V/def2-TZVPD", "charge": 2, "spin_multiplicity": 6, "largest_force_ev_per_a": 7.0, "homo_energy_ev": [-11.4752, -14.0229], "species": ["H", "H", "C", "C", "H", "C", "C", "C", "C", "H", "H", "H", "H", "C", "Si", "H", "H", "H", "H", "C", "H", "H", "N", "C", "H", "H", "C", "N", "O", "C", "C", "C", "H", "H", "C", "C", "C", "C", "H", "H", "N", "C", "H", "Ir", "N", "H", "C", "C", "H", "H", "H", "C", "H", "C", "N", "O", "H", "H", "C", "H", "C", "H", "H", "C", "C", "C", "C", "C", "C", "C", "H"], "coordinates": [[2.831, 5.395, 1.682], [-0.247, 3.143, -1.520], [-6.805, -0.930, 0.033], [1.041, 2.396, -2.974], [2.204, -2.762, -4.923], [2.105, 2.624, -3.881], [1.137, 0.824, 4.956], [1.129, 0.010, 6.104], [1.829, 3.703, 2.360], [2.054, -4.113, -1.290], [-0.926, -3.266, -1.233], [1.661, 1.745, 5.087], [2.236, -0.558, -5.298], [2.188, -3.056, -1.502], [0.890, -2.784, -2.870], [0.072, -1.779, 6.831], [2.463, 3.615, -4.137], [-1.051, 2.627, 2.830], [-0.443, -1.137, 2.644], [4.211, 3.750, 2.012], [-0.752, -2.466, 4.700], [0.668, -3.434, -5.263], [-2.098, -0.727, -0.871], [-0.064, -0.735, 3.587], [-0.161, 4.240, -2.898], [1.630, 0.328, 7.020], [-7.210, -2.266, -0.179], [0.667, 1.122, -2.729], [-1.617, 2.592, 0.113], [1.010, 0.583, 1.065], [2.624, 1.530, -4.558], [0.636, 0.462, 3.716], [-0.281, -4.806, -2.132], [1.789, -4.392, -4.413], [-6.354, -3.199, -0.745], [-0.212, -1.500, 4.747], [0.310, -1.135, 5.994], [1.430, -3.376, -4.486], [1.185, 4.075, -1.631], [5.341, 2.045, 2.696], [-0.018, 0.900, 0.241], [-0.544, -3.718, -2.179], [3.139, 0.642, 2.920], [-0.586, 0.054, -1.512], [0.380, -1.046, -3.022], [-5.137, 0.419, 0.279], [-4.551, -1.497, -0.645], [-5.482, -0.565, -0.073], [-6.731, -4.201, -0.940], [3.120, -2.922, -1.994], [-4.301, -3.542, -1.360], [1.148, 0.025, -3.449], [-8.245, -2.591, -0.049], [4.349, 2.433, 2.574], [-0.521, 2.033, 2.189], [2.001, -0.043, 0.797], [-1.387, -3.688, -2.852], [0.858, 4.242, 2.180], [0.730, 1.376, 2.456], [-7.596, -0.238, 0.232], [2.978, 4.366, 1.971], [5.183, 4.169, 1.629], [3.517, 1.642, -5.232], [0.441, 3.550, -2.231], [-5.029, -2.802, -0.951], [1.885, 2.364, 2.673], [3.168, 1.717, 2.781], [-3.161, -1.209, -0.708], [-0.869, 1.907, 0.839], [2.010, 0.272, -4.545], [2.133, -2.438, -0.667]], "lowdin_charge": [0.130, 0.022, -0.047, -0.254, 0.021, 0.029, -0.042, -0.018, 0.019, 0.048, 0.027, 0.108, 0.146, -0.118, 0.435, 0.113, 0.135, 0.182, 0.124, 0.037, 0.123, 0.055, -0.117, -0.012, 0.133, 0.120, -0.031, -0.068, 0.013, -0.431, -0.026, -0.156, 0.067, 0.050, -0.048, -0.057, -0.046, -0.162, 0.094, 0.120, -0.072, -0.192, 0.140, 1.432, -0.101, 0.131, -0.193, -0.003, 0.122, 0.023, 0.130, -0.369, 0.125, 0.024, 0.153, 0.097, 0.021, 0.154, -0.242, 0.112, -0.009, 0.154, 0.145, -0.003, -0.010, -0.080, 0.055, -0.029, -0.470, 0.046, -0.007]}

| no. | E_tot (eV) |
| --- | --- |
| 1 | -107589.8551 |
| 2 | -751789.3436 |
| 3 | -54892.6110 |